{"formula": "C33H50BBr29ClF3I2NO5P2", "method": "ωB97M-V with the def2-TZVPD basis set", "e_lumo_ev": -2.690, "homo_energy_ha": -0.3605, "orbital_gap_ev": 7.120, "charge": 1, "symbols": ["C", "C", "C", "C", "C", "O", "I", "C", "P", "C", "C", "C", "C", "C", "C", "C", "F", "Br", "C", "F", "F", "Br", "C", "O", "C", "C", "C", "N", "P", "O", "Cl", "C", "B", "O", "O", "C", "C", "C", "I", "C", "C", "H", "H", "H", "H", "H", "H", "H", "H", "H", "H", "H", "H", "H", "H", "H", "H", "H", "H", "H", "H", "H", "H", "H", "H", "H", "H", "H", "H", "H", "H", "H", "H", "H", "H", "H", "H", "H", "H", "H", "H", "H", "C", "Br", "Br", "Br", "H", "C", "Br", "Br", "Br", "H", "C", "Br", "Br", "Br", "H", "C", "Br", "Br", "Br", "H", "C", "Br", "Br", "Br", "H", "C", "Br", "Br", "Br", "H", "C", "Br", "Br", "Br", "H", "C", "Br", "Br", "Br", "H", "C", "Br", "Br", "Br", "H"], "coordinates": [[2.6676, 3.0740, 1.8162], [2.4377, 1.9745, 1.0893], [2.7099, 0.5115, 1.4416], [3.4676, 0.4894, 2.7980], [2.7944, 0.8996, 4.0936], [1.9161, 0.3247, 4.6250], [3.6813, 2.5377, 5.2145], [3.8001, 0.2107, 0.2835], [5.6080, 0.0028, 0.6611], [6.6327, 1.4454, 0.2160], [6.3051, -0.7795, 2.1513], [3.3350, -0.8203, -0.7572], [2.6462, -2.0697, -0.2433], [2.5460, -3.0033, -1.4765], [1.7664, -4.3180, -1.3770], [2.4161, -5.5259, -2.0651], [3.3232, -5.1569, -3.0008], [3.2307, -6.7274, -0.7710], [1.3117, -6.3645, -2.7698], [0.2532, -6.4752, -1.9536], [1.7206, -7.5906, -3.0748], [0.7455, -5.5035, -4.4109], [3.4680, -2.8861, 0.8124], [4.3445, -3.8269, 0.2876], [5.6706, -3.4101, -0.0734], [6.2469, -4.3932, -1.0984], [6.4040, -3.7778, -2.5047], [1.3072, -1.6224, 0.4149], [-0.4537, -1.6843, -0.4885], [-0.1517, -1.9267, -2.0422], [-0.9699, -3.5631, 0.0375], [1.3511, -0.3258, 1.3989], [1.0995, -1.1886, 2.7983], [2.1614, -1.8905, 3.3557], [-0.1701, -1.4815, 3.1581], [-0.5576, -1.5727, 4.5419], [-1.6695, -2.5869, 4.7334], [0.0267, 0.5036, 1.2391], [-0.4179, 1.7946, 2.9467], [-0.3244, 1.4256, 0.0362], [0.2066, 1.1932, -1.3826], [1.9602, 3.9022, 1.7666], [3.5549, 3.2655, 2.4040], [2.1083, 2.1197, 0.0651], [4.3444, 1.1240, 2.6894], [3.8337, -0.5152, 3.0034], [3.8753, 1.1114, -0.3352], [7.5953, 1.0322, -0.0861], [6.8276, 2.1282, 1.0491], [6.1992, 1.9800, -0.6271], [5.6892, -1.5538, 2.6069], [6.5472, -0.0689, 2.9513], [7.2435, -1.2510, 1.8551], [2.5897, -0.3199, -1.3912], [4.1589, -1.0738, -1.4218], [3.5704, -3.2129, -1.7776], [2.1977, -2.4260, -2.3358], [1.5323, -4.6064, -0.3553], [0.8124, -4.1712, -1.8781], [3.9190, -2.2088, 1.5438], [2.7521, -3.4788, 1.3992], [5.6414, -2.4164, -0.5209], [6.2996, -3.3934, 0.8212], [7.2425, -4.6857, -0.7630], [5.6025, -5.2663, -1.1695], [5.7430, -2.9169, -2.6514], [6.1673, -4.4956, -3.2907], [7.4202, -3.4182, -2.6720], [1.1140, -2.4415, 0.9980], [0.3477, -1.2210, -2.4801], [1.9745, -2.8355, 3.4188], [0.2960, -1.8101, 5.1796], [-0.9178, -0.5911, 4.8537], [-2.2828, -2.2796, 5.5823], [-2.3352, -2.5779, 3.8679], [-1.2946, -3.5920, 4.9216], [-0.8170, -0.1451, 1.4378], [-0.0757, 2.4543, 0.2929], [-1.4168, 1.4549, -0.0356], [-0.0383, 2.0842, -1.9665], [-0.3237, 0.3916, -1.9032], [1.2872, 1.0734, -1.4579], [-1.1495, 6.1848, 1.1231], [0.6185, 6.2585, 0.3742], [-2.2007, 4.7847, 0.3242], [-1.1186, 6.0395, 3.0373], [-1.6354, 7.1194, 0.8824], [-4.6158, 9.2613, 1.0243], [-2.8743, 9.4750, 0.2297], [-5.5698, 7.8050, 0.2297], [-4.4963, 9.0732, 2.9323], [-5.1713, 10.1669, 0.8197], [-9.2726, 6.5853, 2.3466], [-10.1239, 6.7444, 0.6334], [-7.8604, 5.2822, 2.3396], [-8.6360, 8.2857, 2.9899], [-10.0310, 6.2307, 3.0295], [-8.5784, 9.9795, -2.4792], [-6.8422, 10.1641, -3.2809], [-9.6079, 8.5795, -3.3007], [-8.4538, 9.7276, -0.5839], [-9.1064, 10.9084, -2.6461], [-12.1230, 10.0547, 0.7366], [-13.8142, 9.1515, 0.8255], [-11.9404, 11.0709, -0.8866], [-11.8106, 11.1412, 2.2904], [-11.3540, 9.2947, 0.7228], [3.4161, -10.4296, -4.2170], [2.8061, -11.8192, -5.3946], [3.8041, -11.1085, -2.4625], [4.9118, -9.4788, -4.9580], [2.6083, -9.7202, -4.1132], [-0.1630, -14.8101, -6.2729], [-1.1926, -14.8100, -4.6501], [1.0028, -16.3342, -6.3717], [-1.2871, -14.6744, -7.8245], [0.4613, -13.9285, -6.2525], [-8.8623, 14.5304, -2.5044], [-7.0967, 14.9824, -3.1055], [-9.7563, 13.3670, -3.7526], [-8.8403, 13.7883, -0.7323], [-9.4359, 15.4450, -2.4634], [-1.7061, -7.0186, 1.3886], [-1.7302, -5.7870, 2.8758], [-0.0845, -8.0467, 1.3596], [-3.2677, -8.1265, 1.3686], [-1.7198, -6.4275, 0.4834]], "forces_ev_per_angstrom": [[0.1, 0.3, -0.3], [-0.3, -0.2, 0.5], [1.3, 1.2, -1.3], [0.3, 0.2, 0.0], [0.6, 0.4, -0.1], [-1.0, -0.3, 0.1], [0.1, -0.2, -0.1], [-0.3, -0.4, 0.6], [0.7, -1.6, -2.2], [-0.1, 0.4, 1.1], [0.1, 0.7, 1.0], [-0.6, 0.4, 0.3], [0.9, -0.6, -0.7], [-0.3, 0.2, -0.5], [-0.1, 0.2, -0.2], [-0.5, -0.2, 0.3], [0.2, -0.1, 0.1], [0.2, 0.0, 0.0], [0.1, 0.3, -0.2], [-0.1, -0.1, 0.2], [0.1, -0.2, -0.1], [-0.1, 0.1, 0.0], [-0.4, 0.2, 0.7], [0.0, 0.0, -0.1], [0.1, -0.3, -0.3], [0.1, 0.5, -0.3], [-0.1, 0.1, 0.0], [0.3, -0.3, -0.6], [-0.3, 0.5, -0.2], [0.5, -0.5, 0.0], [0.0, -0.1, 0.2], [-0.4, -0.2, 1.5], [0.5, -0.2, 0.5], [0.1, -0.5, -0.9], [-0.1, 0.4, -0.2], [-0.4, -0.3, 0.6], [-0.1, 0.2, -0.1], [-0.1, 0.6, -0.2], [-0.1, 0.0, 0.0], [0.1, 0.3, -0.2], [-0.3, 0.2, -0.1], [0.7, 0.4, -1.0], [-0.6, -0.7, 1.1], [-1.3, 0.0, 0.4], [-0.1, 0.0, -0.2], [-0.1, 0.0, 0.1], [0.1, 0.1, 0.3], [-0.1, 0.0, -0.1], [-0.1, 0.2, -0.2], [0.0, 0.0, 0.0], [-0.1, 0.0, -0.2], [-0.1, 0.0, 0.0], [-0.1, 0.0, -0.2], [0.1, -0.1, 0.0], [0.0, -0.1, 0.1], [0.1, 0.0, 0.4], [-0.3, -0.1, 0.1], [0.1, 0.0, 0.0], [0.0, 0.0, 0.0], [0.2, 0.0, -0.1], [0.0, 0.0, -0.1], [0.1, 0.1, 0.3], [-0.2, 0.1, 0.1], [-0.2, -0.3, 0.1], [0.1, -0.1, 0.3], [0.0, -0.1, 0.0], [0.1, 0.0, 0.0], [0.0, 0.0, 0.0], [0.0, 0.2, 0.3], [-0.2, 0.0, 0.0], [-0.1, 0.1, 0.5], [0.1, 0.0, -0.2], [0.1, 0.1, -0.3], [0.1, -0.1, 0.1], [0.1, -0.1, 0.0], [0.0, 0.0, -0.1], [0.3, -0.3, -0.2], [0.2, -0.1, 0.0], [0.0, -0.2, 0.1], [0.1, 0.0, 0.0], [0.2, 0.2, 0.0], [-0.1, -0.1, 0.0], [-0.1, 0.0, 0.1], [0.0, 0.0, 0.0], [0.0, 0.0, 0.0], [0.0, 0.0, 0.0], [0.0, 0.0, 0.0], [-0.1, 0.0, 0.0], [0.1, 0.1, 0.0], [0.2, -0.2, 0.0], [0.0, 0.0, 0.0], [0.0, 0.0, 0.0], [0.0, 0.0, 0.1], [0.0, -0.2, -0.1], [0.0, 0.0, -0.1], [-0.1, 0.0, 0.0], [0.1, 0.1, 0.1], [-0.1, 0.1, 0.0], [0.0, 0.0, 0.0], [0.0, 0.0, 0.0], [0.0, 0.1, 0.1], [0.0, 0.0, 0.0], [0.1, 0.0, 0.0], [0.0, 0.0, 0.0], [-0.1, 0.1, 0.0], [0.0, 0.0, 0.0], [0.0, 0.0, 0.0], [-0.1, 0.1, 0.0], [0.0, 0.0, -0.1], [0.0, 0.0, 0.0], [0.0, 0.0, 0.0], [0.0, 0.0, 0.0], [0.0, 0.0, 0.0], [0.0, 0.0, 0.0], [0.0, 0.0, 0.0], [0.0, 0.0, 0.0], [0.0, 0.0, 0.0], [0.0, 0.1, 0.0], [0.0, 0.0, 0.0], [0.0, 0.0, 0.0], [0.0, -0.1, 0.0], [0.0, 0.0, 0.0], [0.0, 0.0, 0.0], [0.0, 0.0, 0.0], [0.0, 0.0, 0.0], [0.0, 0.0, 0.0], [0.0, 0.0, 0.0]]}

---

{"formula": "C10H14BClCrN6", "method": "ωB97M-V with the def2-TZVPD basis set", "e_lumo_ev": [0.525, 0.486], "homo_energy_ha": [-0.2502, -0.3402], "multiplicity": 5, "orbital_gap_ev": [7.333, 9.743], "symbols": ["H", "N", "B", "N", "C", "Cr", "H", "C", "H", "C", "H", "C", "H", "H", "H", "N", "N", "N", "N", "C", "C", "H", "H", "C", "C", "C", "C", "H", "H", "H", "H", "H", "Cl"], "coordinates": [[-0.0706, 2.8423, 0.7546], [0.1785, 1.7067, -0.9996], [0.8530, 0.8676, -3.2896], [0.6775, 2.0034, -2.2589], [0.8213, 3.3290, -2.3697], [-0.3227, -0.1340, -0.6230], [1.0765, 3.7556, -3.3261], [0.5145, 3.9144, -1.1469], [0.5324, 4.9503, -0.8968], [0.1542, 2.8561, -0.2919], [1.3605, 1.2650, -4.2932], [-2.1683, -2.8862, 1.5030], [-2.4903, -3.1589, 2.5140], [-1.1371, -3.2249, 1.3440], [-2.8395, -3.3249, 0.7564], [-0.5527, 0.2575, -3.4471], [1.6674, -0.2728, -2.6552], [-1.2412, -0.2387, -2.3553], [1.3109, -0.7885, -1.4093], [-1.3053, 0.1464, -4.5442], [2.7102, -0.9629, -3.1452], [-0.8913, 0.5024, -5.4817], [3.0585, -0.7925, -4.1651], [-2.5207, -0.4293, -4.1887], [3.1277, -1.8606, -2.1709], [-2.4558, -0.6568, -2.7966], [2.2630, -1.6904, -1.0840], [-3.3321, -0.6466, -4.8595], [3.9616, -2.5526, -2.2395], [-3.1570, -1.0741, -2.0911], [2.3113, -2.1355, -0.0923], [-2.1766, -1.7910, 1.4071], [-0.0158, -0.2195, 1.5206]], "forces_ev_per_angstrom": [[-0.3, 0.0, 0.2], [1.3, 3.1, -0.5], [-0.3, -0.3, 0.9], [-0.9, 0.2, 1.2], [-0.1, 0.0, 0.4], [-2.1, -1.0, 1.4], [0.2, 0.1, 0.1], [0.0, -0.4, 0.1], [0.1, 0.4, 0.0], [0.3, -0.4, -2.0], [-0.2, -0.1, -0.2], [0.0, 0.2, -0.1], [0.0, 0.0, -0.3], [-0.3, 0.0, 0.0], [0.1, 0.0, 0.2], [-1.4, -0.5, 0.2], [0.0, -1.1, 0.9], [-0.8, 0.1, -2.3], [3.5, -0.8, -1.5], [-0.1, -0.1, 0.4], [-0.1, 0.0, 0.4], [-0.3, -0.2, 0.1], [0.0, 0.1, 0.5], [-0.1, -0.1, 0.3], [0.5, -0.3, -0.1], [1.7, 0.8, -0.8], [-0.5, 0.6, -0.9], [-0.1, 0.0, 0.1], [-0.2, 0.2, 0.0], [0.0, 0.0, -0.2], [-0.3, 0.0, -0.4], [-0.1, -0.5, 0.1], [0.4, 0.0, 1.6]]}

---

{"formula": "C19H14N5O4Pd", "method": "ωB97M-V with the def2-TZVPD basis set", "e_lumo_ev": 1.327, "homo_energy_ha": -0.1870, "orbital_gap_ev": 6.416, "charge": -1, "symbols": ["Pd", "C", "O", "C", "C", "C", "C", "C", "C", "N", "N", "C", "O", "C", "C", "C", "C", "C", "C", "C", "O", "H", "H", "H", "H", "H", "H", "H", "H", "H", "H", "H", "H", "N", "C", "O", "C", "C", "N", "C", "N", "H", "H"], "coordinates": [[0.2044, -0.5289, 0.3034], [-1.2962, -4.2972, -1.1184], [-1.9835, -3.8727, -2.2771], [-1.8863, -2.5847, -2.7323], [-2.6996, -2.2965, -3.8128], [-2.6905, -1.0390, -4.4049], [-1.8733, -0.0540, -3.9085], [-1.0472, -0.2845, -2.7965], [-0.2531, 0.7951, -2.2905], [0.6940, 0.6684, -1.4034], [1.5155, 1.6812, -1.1147], [1.9915, 1.7224, 0.1065], [1.6010, 0.9856, 1.0772], [3.0293, 2.7382, 0.3630], [4.0149, 2.4923, 1.3146], [4.9812, 3.4462, 1.5674], [4.9520, 4.6599, 0.8984], [3.9638, 4.9118, -0.0409], [3.0078, 3.9539, -0.3137], [-1.0254, -1.5845, -2.1849], [-0.2624, -1.8734, -1.1786], [-1.6046, -5.3358, -0.9820], [-1.5768, -3.7141, -0.2363], [-0.2108, -4.2517, -1.2434], [-3.3341, -3.0830, -4.1902], [-3.3257, -0.8460, -5.2559], [-1.8568, 0.9197, -4.3803], [-0.4435, 1.7808, -2.7224], [4.0132, 1.5429, 1.8308], [5.7620, 3.2464, 2.2891], [5.7008, 5.4118, 1.1035], [3.9335, 5.8589, -0.5611], [2.2306, 4.1217, -1.0425], [-1.9750, 0.7551, 1.3634], [-1.9612, -0.4744, 2.0479], [-0.8485, -1.0527, 2.1726], [-3.1805, -0.9689, 2.5343], [-4.3571, -0.2275, 2.4547], [-5.3288, 0.3955, 2.4061], [-3.2647, -2.2372, 3.1155], [-3.3645, -3.2807, 3.5935], [-2.8491, 1.2674, 1.3850], [-1.1489, 1.3264, 1.5471]], "forces_ev_per_angstrom": [[1.6, 1.3, -2.0], [0.2, -0.3, 0.5], [0.0, 0.4, -0.4], [0.1, 0.0, 0.0], [0.3, 0.1, 0.2], [0.0, 0.0, -0.2], [0.1, 0.2, 0.2], [-0.7, -1.2, 0.2], [1.2, 0.0, 0.4], [-2.2, -1.2, 1.5], [1.2, 1.2, -0.6], [-1.2, -0.5, -0.4], [-0.4, -0.9, 0.3], [0.1, 0.4, 0.3], [-0.2, -0.1, -0.2], [0.2, 0.1, 0.1], [0.1, 0.1, 0.0], [0.0, 0.1, 0.0], [0.0, -0.2, 0.0], [-0.5, 0.6, -0.5], [0.0, -0.2, 1.3], [0.0, 0.1, 0.0], [0.0, -0.1, -0.1], [-0.2, 0.0, 0.0], [-0.1, -0.1, 0.0], [-0.1, 0.0, -0.1], [0.0, 0.1, 0.0], [0.5, -0.1, -0.1], [0.0, 0.0, 0.1], [0.0, 0.0, 0.0], [0.1, 0.0, 0.0], [0.0, 0.1, 0.0], [0.0, 0.0, -0.1], [-0.1, -0.2, 0.5], [-0.2, 1.1, -0.3], [0.4, -0.4, -0.8], [0.7, 0.0, -0.2], [-0.7, 0.5, 0.0], [0.0, 0.1, -0.1], [0.1, -0.7, 0.2], [0.0, -0.2, 0.1], [0.2, -0.1, 0.0], [-0.4, -0.3, -0.1]]}

---

Number 1: total energy -78427.14515 hartree. Number 2: total energy -2247.61986 hartree. Number 3: total energy -1435.09064 hartree.